1.
A 4-piece molecular cluster, C16H32BrNO8Si2 overall. Source: OMol25; level of theory: ωB97M-V with the def2-TZVPD basis set.

Structure (XYZ):
```
60
C16H32BrNO8Si2 ωB97M-V with the def2-TZVPD basis set
Br 0.93 -1.74 -4.97
Si -0.73 0.85 -4.44
Si -3.29 1.60 -3.03
O 1.13 -1.44 1.71
O 0.19 -0.60 5.75
O 0.15 1.83 -0.53
O -1.88 -1.45 5.66
O -2.32 1.28 -4.33
O 0.20 1.73 -3.42
O 0.81 3.96 -0.62
O 3.02 -1.70 0.56
N -4.54 -0.80 -3.83
C -0.66 -1.00 -4.08
C 4.25 -2.44 0.70
C -2.72 -0.39 3.73
C 2.23 -1.91 1.64
C -0.84 -0.75 5.15
C 0.55 -1.26 -1.82
C -4.74 0.39 -3.00
C -0.74 -1.44 -2.62
C 2.96 -2.77 2.65
C 2.61 3.94 0.90
C 4.41 -2.68 2.20
C 1.97 4.72 -0.24
C -1.20 -0.25 3.77
C 2.24 2.51 0.53
C -2.93 -1.56 4.69
C 0.96 2.67 -0.25
H -5.07 -1.59 -3.48
H 5.04 -1.84 0.25
H -0.29 1.12 -5.81
H -0.83 0.77 3.63
H 2.76 -2.40 3.66
H -3.19 0.51 4.12
H -5.64 0.92 -3.35
H -1.05 -2.49 -2.59
H 2.62 4.80 -1.12
H -1.48 -1.44 -4.66
H 2.55 -3.78 2.57
H -2.84 -2.52 4.19
H -3.88 -1.52 5.23
H 4.89 -1.82 2.66
H 3.68 4.12 0.98
H -3.80 2.98 -3.13
H 5.00 -3.57 2.42
H 1.14 -0.41 -2.18
H -1.56 -0.87 -2.15
H -0.69 -0.89 3.05
H -3.12 -0.60 2.74
H -2.50 1.45 -1.79
H 0.25 1.49 -2.48
H 4.15 -3.37 0.14
H -4.93 0.16 -1.94
H -3.56 -1.08 -3.86
H 2.15 4.21 1.84
H 1.18 -2.15 -1.88
H 0.33 -1.08 -0.76
H 1.63 5.72 0.03
H 2.09 1.83 1.36
H 2.97 2.05 -0.15
```

Computed properties:
strongest force on any atom: 0.360 eV/Å
total charge: 0
HOMO: -0.339 Ha
structure (SMILES): CC[C@H](Br)[Si@H](O)O[SiH2]CN.O=C1CCCO1.O=C1CCCO1.O=C1CCCO1
energy relative to the best compared isomer or geometry (same formula, charge and spin): 0.00 kcal/mol
frontier orbital gap: 9.65 eV

2.
A 10-piece molecular cluster, C16H32Cl14O3 overall. Source: OMol25; level of theory: ωB97M-V with the def2-TZVPD basis set.

Structure (XYZ):
```
65
C16H32Cl14O3 ωB97M-V with the def2-TZVPD basis set
Cl 7.77 37.43 5.64
Cl 1.73 36.85 0.71
Cl 8.33 34.69 6.45
Cl 4.58 31.11 1.98
Cl -0.56 37.85 3.26
Cl 6.04 40.39 6.16
Cl 8.74 38.22 2.03
Cl 4.04 40.33 3.96
Cl 2.57 34.50 6.09
Cl -0.18 36.70 5.97
Cl 6.48 32.46 3.70
Cl 2.06 33.79 8.87
Cl 4.02 35.38 -0.40
Cl 8.02 37.99 -0.77
O 2.86 39.42 -1.51
O 6.22 35.84 2.27
O 2.09 34.16 2.49
C 2.23 35.65 -0.55
C -0.28 33.77 2.24
C 1.12 33.38 2.57
C 2.91 40.06 -0.48
C 8.25 35.79 5.08
C 1.36 32.05 3.17
C 5.02 32.70 2.77
C 0.59 37.07 4.46
C 4.21 40.66 0.10
C 1.66 40.16 0.41
C 3.30 34.01 7.64
C 4.79 36.46 3.99
C 5.40 36.66 2.67
C 8.88 37.20 0.57
C 5.06 37.90 1.88
C 5.68 40.92 4.50
H 7.62 35.39 4.28
H 2.06 36.06 -1.54
H -0.79 33.14 1.51
H 8.54 36.20 0.82
H -0.28 34.79 1.88
H 4.93 39.92 -0.26
H 9.22 35.89 4.60
H 4.08 35.64 3.84
H 1.12 39.22 0.49
H 6.41 40.51 3.80
H 1.11 31.30 2.42
H 5.56 38.78 2.29
H 4.22 40.83 1.18
H 5.79 42.00 4.40
H 3.99 38.08 1.82
H 1.93 40.54 1.39
H 0.88 36.09 4.08
H 4.52 41.58 -0.39
H 3.95 34.79 8.05
H 2.38 31.91 3.52
H 9.94 37.28 0.34
H 1.76 34.68 -0.38
H 1.36 37.84 4.52
H 3.84 33.07 7.61
H 4.22 33.04 3.43
H 5.42 37.78 0.85
H 0.72 31.83 4.03
H -0.84 33.83 3.18
H 0.97 40.91 0.00
H 4.19 37.28 4.39
H 5.11 33.47 2.01
H 5.45 36.13 4.79
```

Computed properties:
strongest force on any atom: 2.742 eV/Å
total charge: +1
HOMO (spin up / spin down): -0.447 / -0.447 Ha
2S+1: 2
frontier orbital gap (spin up / spin down): 7.08 / 3.22 eV

3.
C16H32Cl16F6MgN3O12S6 as an isolated structure. Source: OMol25; level of theory: ωB97M-V with the def2-TZVPD basis set.

Structure (XYZ):
```
92
C16H32Cl16F6MgN3O12S6 ωB97M-V with the def2-TZVPD basis set
Cl -3.47 -2.37 -2.28
Cl -1.94 5.81 0.25
Cl 1.79 -2.37 5.99
Cl -1.36 -6.21 -1.82
Cl -4.86 -4.62 -0.18
Cl -4.03 1.62 1.43
Cl 3.62 -4.49 2.92
Cl -0.30 1.54 -3.28
Cl -1.31 -2.37 4.29
Cl -5.02 6.13 -0.88
Cl -0.36 -6.02 3.22
Cl 4.65 -2.00 -5.14
Cl -2.69 -1.35 -5.59
Cl -3.47 1.84 4.77
Cl 0.75 -3.41 -4.34
Cl 3.20 0.44 -1.89
S 3.74 4.19 1.96
S 1.39 4.46 -1.42
S 0.62 -1.04 0.33
S 3.19 4.54 -3.13
S -0.48 1.04 1.08
S 5.46 2.94 0.71
Mg 2.58 1.61 0.31
F 2.18 4.09 2.13
F 2.09 -1.42 -0.12
F 4.46 5.46 -3.46
F 5.47 1.92 -0.54
F 0.98 5.45 -0.26
F -0.21 2.54 1.48
O 0.22 4.60 -2.21
O 3.81 3.29 -2.88
O -1.37 1.16 0.00
O 5.94 4.07 0.06
O -0.90 0.48 2.31
O 3.89 5.38 1.30
O 4.18 4.06 3.29
O 1.77 3.24 -0.75
O 0.51 -1.86 1.47
O 2.39 4.68 -4.29
O -0.17 -1.26 -0.79
O 6.30 2.31 1.64
N 3.86 2.82 0.97
N 1.03 0.58 0.66
N 2.74 5.33 -1.81
C -3.83 -2.11 -0.56
C 2.19 -5.35 3.56
C -1.68 0.07 -5.13
C -4.38 4.64 -0.16
C -4.92 1.18 3.94
C 4.70 -0.93 -3.71
C 0.33 -1.40 6.23
C -2.90 4.44 -0.38
C 1.01 -5.02 2.70
C -4.51 0.42 2.71
C 3.29 -0.60 -3.34
C -1.15 0.05 -3.72
C 0.14 -4.93 -3.62
C -0.30 -1.03 4.92
C -3.62 -3.36 0.23
C -1.02 -4.67 -2.67
H 5.24 -1.42 -2.91
H -1.90 -0.23 -2.98
H 2.80 -1.53 -3.06
H -4.87 3.82 -0.69
H -2.64 4.38 -1.44
H -0.46 -1.93 6.76
H -0.87 0.04 -5.85
H 1.23 -5.24 1.66
H 0.57 -0.50 6.79
H -4.65 4.58 0.89
H -0.91 -0.14 5.07
H -2.22 0.98 -5.38
H -4.83 -1.70 -0.46
H -1.90 -4.43 -3.24
H -0.44 -0.77 -3.65
H 0.34 -0.79 4.08
H -3.14 -1.35 -0.21
H -5.41 0.50 4.64
H -2.74 -3.90 -0.08
H 2.05 -5.15 4.62
H 0.97 -5.45 -3.14
H 2.42 -6.41 3.47
H -2.46 3.56 0.08
H 5.28 -0.07 -4.02
H -5.54 2.04 3.76
H -0.17 -5.53 -4.47
H -0.76 -3.91 -1.94
H 2.62 -0.20 -4.10
H 0.78 -3.96 2.82
H -3.62 -3.23 1.31
H -3.68 -0.25 2.90
H -5.34 -0.05 2.19
```

Computed properties:
strongest force on any atom: 5.279 eV/Å
total charge: -1
HOMO: -0.278 Ha
energy relative to the best compared isomer or geometry (same formula, charge and spin): 0.00 kcal/mol
frontier orbital gap: 8.88 eV

4.
A 7-piece molecular cluster, C16H32F12N7O12S4 overall. Source: OMol25; level of theory: ωB97M-V with the def2-TZVPD basis set.

Structure (XYZ):
```
83
C16H32F12N7O12S4 ωB97M-V with the def2-TZVPD basis set
S 1.32 5.69 -4.37
S -4.08 -1.47 0.42
S -2.99 -3.71 0.90
S 1.08 3.55 -2.99
F 2.82 1.46 -2.84
F 1.06 1.05 -4.16
F -4.94 -0.90 -2.07
F 2.13 7.54 -6.19
F 1.47 5.61 -7.12
F -0.42 -4.16 0.10
F 3.43 5.78 -6.07
F -1.28 -5.79 1.33
F -3.12 0.25 -1.61
F 1.00 1.00 -1.91
F -0.65 -3.94 2.26
F -3.05 -1.92 -2.18
O -1.78 -0.57 5.53
O -3.42 -4.23 -0.43
O -0.10 5.92 -4.61
O -0.36 3.56 -3.00
O 0.17 -1.97 -1.91
O -3.83 -4.07 2.04
O 1.89 6.50 -3.31
O -4.13 -0.22 1.18
O -5.33 -2.18 0.30
O 1.51 -0.84 2.22
O 1.67 4.07 -1.74
O -0.50 2.02 0.39
N -0.41 -0.96 0.47
N 0.44 3.70 1.49
N 2.75 -2.66 2.89
N -2.61 -2.24 0.86
N -2.18 -0.33 3.32
N 1.05 -2.51 -3.77
N 1.73 3.96 -4.32
C 2.02 -1.54 3.07
C -1.42 4.14 -0.05
C 2.04 -2.56 -4.81
C -2.19 -1.00 4.48
C -1.88 1.06 3.18
C -2.69 -2.41 4.44
C 2.90 -3.39 1.65
C 2.18 6.17 -6.07
C -3.76 -0.95 -1.49
C -0.43 3.19 0.61
C 1.46 2.89 2.18
C 1.81 -1.08 4.55
C 1.50 1.62 -2.99
C 1.16 -2.12 -2.54
C 2.49 -1.88 -1.86
C -1.18 -4.48 1.15
H 2.42 -1.56 -5.05
H -1.86 4.77 0.72
H 3.29 -4.40 1.82
H 2.83 -3.21 -4.44
H 2.45 -1.07 -1.13
H 3.29 -1.68 -2.57
H 2.02 -3.50 1.01
H -2.18 3.62 -0.63
H 0.84 -1.32 4.98
H 2.57 -1.46 5.23
H -0.03 -1.34 -0.39
H 1.09 1.89 2.42
H 1.96 0.00 4.60
H 1.54 -2.95 -5.70
H -2.50 -0.88 2.53
H -2.54 1.61 3.85
H -1.90 -3.07 4.07
H 2.77 -2.76 -1.28
H -0.55 0.03 0.34
H 0.58 4.69 1.61
H -3.58 -2.41 3.81
H 0.09 -2.34 -4.00
H -2.99 -2.78 5.42
H 3.21 -2.96 3.74
H 0.26 -1.08 1.21
H -0.84 1.29 3.38
H 2.34 2.82 1.54
H -1.00 4.81 -0.80
H 1.76 3.36 3.11
H 3.64 -2.82 1.09
H -2.06 1.48 2.19
H -1.30 -1.37 0.70
```

Computed properties:
strongest force on any atom: 7.409 eV/Å
total charge: 0
HOMO (spin up / spin down): -0.323 / -0.323 Ha
2S+1: 2
frontier orbital gap (spin up / spin down): 7.96 / 2.88 eV

5.
C16H32FeO2P2 as an isolated structure. Source: OMol25; level of theory: ωB97M-V with the def2-TZVPD basis set.

Structure (XYZ):
```
53
C16H32FeO2P2 ωB97M-V with the def2-TZVPD basis set
Fe 1.93 -0.32 -3.15
P 1.64 -1.95 -4.36
P 1.95 1.37 -4.29
O 0.89 0.58 -0.98
O 2.96 1.58 -1.02
C 3.04 -1.60 -2.08
C 2.65 0.35 -5.69
C 2.68 -3.43 -4.72
C 0.65 2.28 -5.18
C -2.24 0.16 -2.25
C -4.96 0.35 -4.01
C -2.77 1.60 -2.45
C -4.10 -0.84 -3.70
C 1.88 -0.96 -5.92
C -3.04 -0.93 -2.89
C 1.81 1.35 -0.54
C -0.03 -2.72 -4.32
C -3.12 1.96 -4.95
C -2.45 2.16 -3.80
C 3.13 2.73 -3.91
C -4.47 1.30 -5.12
H -5.25 2.08 -5.24
H -1.20 0.12 -2.62
H 3.74 -3.15 -4.71
H 2.67 3.35 -3.13
H -0.19 -3.34 -5.21
H 3.34 3.34 -4.81
H 1.58 1.88 0.41
H 1.00 2.61 -6.16
H -2.73 2.37 -5.89
H 2.44 -1.65 -1.15
H -2.13 -0.02 -1.17
H -5.23 0.92 -3.12
H -3.83 1.63 -2.21
H 2.42 -1.62 -6.60
H -4.43 -1.76 -4.20
H -2.24 2.24 -1.72
H 0.88 -0.79 -6.33
H 3.34 -2.60 -2.42
H 3.92 -0.95 -1.95
H 3.71 0.17 -5.45
H 0.35 3.17 -4.61
H 2.42 -3.83 -5.71
H -1.55 2.78 -3.81
H 2.58 1.03 -6.55
H -5.90 -0.07 -4.40
H -0.24 1.66 -5.31
H -2.67 -1.93 -2.64
H 4.06 2.30 -3.50
H 2.50 -4.21 -3.97
H -4.45 0.74 -6.07
H -0.81 -1.96 -4.23
H -0.08 -3.36 -3.44
```

Computed properties:
strongest force on any atom: 7.488 eV/Å
total charge: 0
HOMO (spin up / spin down): -0.228 / -0.302 Ha
2S+1: 5
energy relative to the best compared isomer or geometry (same formula, charge and spin): 0.00 kcal/mol
frontier orbital gap (spin up / spin down): 6.66 / 8.02 eV

6.
C16H32MnN5O5PS as an isolated structure. Source: OMol25; level of theory: ωB97M-V with the def2-TZVPD basis set.

Structure (XYZ):
```
61
C16H32MnN5O5PS ωB97M-V with the def2-TZVPD basis set
Mn 0.34 0.36 0.37
S 0.27 -0.30 -2.09
P 0.46 -1.76 2.81
O 0.38 -1.19 -0.89
O -1.59 0.25 0.69
O 1.39 -0.28 -2.95
O -0.06 1.02 -1.43
O 0.78 -0.50 1.93
N 5.98 -0.51 -0.32
N 0.09 4.19 2.20
N -2.12 3.43 2.08
N -0.50 2.05 1.36
N 2.41 0.84 -0.10
C 4.85 0.49 -0.29
C -2.19 0.06 -3.32
C -4.07 -2.02 -5.83
C -1.27 -1.85 3.19
C -3.07 -1.62 -4.87
C -1.65 1.40 1.21
C -0.82 3.28 1.90
C -2.82 2.21 1.67
C -1.94 -2.48 -4.58
C -2.82 4.56 2.71
C -0.98 -2.08 -3.71
C 0.93 -3.25 1.96
C -1.11 -0.81 -3.08
C -3.15 -0.33 -4.21
C 1.38 -1.63 4.32
C 3.50 -0.15 0.05
H 0.77 -4.11 2.60
H -0.12 -2.71 -3.51
H 4.84 0.95 -1.28
H -1.88 -3.44 -5.08
H -3.51 2.40 0.85
H 5.84 -1.24 -1.03
H 0.32 -3.37 1.06
H -3.06 4.33 3.75
H 1.07 3.99 2.05
H 3.49 -0.53 1.07
H -1.87 -1.70 2.29
H -3.36 1.74 2.49
H -2.23 1.03 -2.84
H 6.12 -0.99 0.58
H -3.65 -1.81 -6.84
H -1.53 -1.11 3.95
H 2.34 1.11 -1.09
H 6.87 -0.05 -0.54
H 3.29 -0.98 -0.63
H 1.98 -3.20 1.69
H 1.17 -0.67 4.79
H -1.50 -2.84 3.60
H 2.45 -1.72 4.13
H -3.74 4.75 2.15
H -4.23 -3.10 -5.84
H -3.99 0.32 -4.43
H -0.14 5.07 2.61
H -2.21 5.46 2.65
H 1.07 -2.43 4.99
H 5.14 1.25 0.44
H 2.63 1.70 0.39
H -5.00 -1.46 -5.77
```

Computed properties:
strongest force on any atom: 0.961 eV/Å
total charge: +4
HOMO (spin up / spin down): -0.752 / -0.752 Ha
2S+1: 4
energy relative to the best compared isomer or geometry (same formula, charge and spin): 0.00 kcal/mol
frontier orbital gap (spin up / spin down): 8.89 / 6.15 eV

7.
C16H32NO2P2RuSi as an isolated structure. Source: OMol25; level of theory: ωB97M-V with the def2-TZVPD basis set.

Structure (XYZ):
```
55
C16H32NO2P2RuSi ωB97M-V with the def2-TZVPD basis set
Ru 0.04 0.22 -0.20
P -2.07 0.48 -0.61
P 1.91 -0.89 0.14
Si -0.11 0.48 4.77
O -0.59 4.65 -0.85
O 1.51 3.12 -2.55
N -0.11 -1.10 -1.92
C 1.80 -2.44 1.06
C -1.83 1.93 -1.69
C 1.44 1.36 5.39
C -0.11 -1.35 5.31
C 3.19 0.16 0.86
C -0.19 -2.79 -4.12
C -0.20 0.42 1.67
C -1.36 -2.31 -3.53
C -3.26 0.77 0.70
C -2.53 -0.88 -1.76
C -1.30 -1.45 -2.44
C 2.28 -1.20 -1.65
C 1.02 -2.42 -3.54
C -1.57 1.40 5.47
C 1.04 -1.61 -2.40
C -0.17 0.49 2.93
H -2.72 2.08 -2.32
H -3.01 -1.63 -1.12
H 1.24 3.95 -2.11
H -0.93 1.72 -2.30
H -3.20 -0.11 1.36
H -3.27 -0.52 -2.49
H -4.29 0.95 0.35
H -0.07 -1.43 6.41
H -2.87 1.65 1.25
H 1.39 2.43 5.12
H 1.66 -2.16 2.11
H 3.23 1.07 0.24
H 4.18 -0.33 0.91
H 0.76 -1.88 4.89
H -1.02 -1.84 4.94
H -2.35 -2.55 -3.91
H 0.89 -2.94 0.70
H -1.17 5.41 -1.07
H -0.51 4.65 0.13
H 3.09 -1.94 -1.72
H 2.30 3.34 -3.08
H -1.63 2.83 -1.09
H -1.51 2.46 5.19
H 1.99 -2.74 -3.92
H 1.52 1.29 6.49
H 2.83 0.42 1.87
H -0.22 -3.43 -5.00
H 2.64 -0.22 -2.02
H -2.51 1.01 5.07
H 2.69 -3.07 0.93
H -1.62 1.35 6.56
H 2.36 0.95 4.95
```

Computed properties:
strongest force on any atom: 2.745 eV/Å
total charge: +2
HOMO (spin up / spin down): -0.398 / -0.575 Ha
2S+1: 6
energy relative to the best compared isomer or geometry (same formula, charge and spin): 0.00 kcal/mol
frontier orbital gap (spin up / spin down): 5.16 / 6.35 eV